# C3H9N2

A cluster of 2 separate species, C3H9N2 in total (wB97M-V/def2-TZVPD, OMol25).

```
14
Properties=species:S:1:pos:R:3:forces:R:3:mulliken_charge:R:1
C -1.202374 0.694954 -0.778809 -0.1 -0.3 -0.7 -0.518
C -0.456104 -0.346669 -0.082345 0.3 -0.3 0.1 0.408
C 2.487055 0.003319 -0.116376 -0.9 -0.1 -0.1 -0.913
N -0.986433 -1.532178 0.336341 0.2 0.4 0.0 -0.434
N -0.859109 0.910216 0.642434 0.0 0.7 0.8 -0.250
H -0.699457 1.339453 -1.487523 0.1 0.0 0.1 0.257
H -2.262300 0.568350 -0.981887 0.0 0.0 0.2 0.314
H 2.634788 -0.486752 0.823566 0.1 -0.1 0.3 0.350
H 2.455745 1.072081 -0.167088 0.1 0.3 0.0 0.343
H 2.590854 -0.553271 -1.024601 0.1 -0.2 -0.2 0.335
H -1.480836 -2.080261 -0.349474 0.1 -0.1 -0.1 0.261
H -0.448814 -2.077855 0.994636 0.0 0.0 0.0 0.253
H -0.149772 1.603450 0.870342 0.0 -0.2 -0.1 0.290
H -1.623245 0.885161 1.320784 0.1 -0.2 -0.2 0.305
```
Positions in Å, forces in eV/Å.

Output
spin multiplicity = 1
LUMO level (spin up / spin down) = -0.18714 / -0.13696 Ha
relative energy (zero: lowest compared OMol25 entry of this formula, charge and spin) = 5.1485 eV
orbital gap (spin up / spin down) = 7.6 / 9.7 eV
calculated total energy = -6225.8998 eV
HOMO energy (spin up / spin down) = -0.468 / -0.493 Ha
charge = +1